C16H15N3O2S | ωB97M-V/def2-TZVPD

Geometry as ORCA input:
```
! RIJCOSX wB97M-V def2-TZVPD def2/J DEFGRID3
* xyz 0 1
C 2.970 3.233 -0.820
H 1.923 3.380 -0.563
H 3.457 4.205 -0.861
H 3.020 2.778 -1.806
C 3.650 2.336 0.216
C 2.975 0.995 0.279
C 3.369 -0.040 -0.562
C 2.730 -1.261 -0.531
C 1.671 -1.476 0.348
C 1.259 -0.449 1.187
C 1.913 0.771 1.142
H 1.583 1.562 1.799
H 0.429 -0.571 1.864
O 1.096 -2.726 0.295
C 0.145 -3.055 1.278
C -1.171 -2.281 1.152
O -1.923 -2.122 2.082
N -1.394 -1.848 -0.119
C -2.427 -0.985 -0.493
C -3.153 -1.173 -1.644
C -4.210 -0.316 -2.003
C -4.574 0.750 -1.228
C -3.833 0.998 -0.061
N -3.976 2.010 0.798
S -2.842 1.887 1.928
N -2.109 0.564 1.400
C -2.740 0.137 0.307
H -5.390 1.402 -1.492
H -4.749 -0.524 -2.914
H -2.916 -2.009 -2.285
H -0.789 -2.209 -0.845
H 0.538 -2.909 2.292
H -0.062 -4.121 1.140
H 3.036 -2.069 -1.177
H 4.192 0.111 -1.246
H 4.700 2.209 -0.053
H 3.604 2.818 1.195
*
```

As for the HOMO energy: -8.51 eV. The value obtained for the lowest unoccupied orbital energy is -0.604 eV. For the orbital gap, the calculation gives 7.904 eV. As for the relative energy (zero: lowest compared OMol25 entry of this formula, charge and spin): 1.2046 eV.